Entry 1:
71
Properties=species:S:1:pos:R:3:forces:R:3:lowdin_charge:R:1 method="wB97M-V/def2-TZVPD" spin_multiplicity=1 e_homo_ev=-11.06 fmax_ha_per_bohr=0.016 relative_energy_kcal_mol=15.4 homo_lumo_gap_ev=7.886 e_tot_ha=-4498.9986 total_charge=+1
Zn 0.011 -0.012 -0.223 0.1 0.0 0.4 0.640
C 4.424 -1.231 0.604 0.2 -0.2 -0.2 -0.246
S 3.012 -0.276 1.061 -0.6 0.1 0.5 0.910
C 3.463 1.268 0.348 0.2 0.3 -0.1 -0.240
O 1.891 -0.835 0.177 0.1 -0.2 -0.3 -0.671
H 4.606 -1.107 -0.465 0.1 -0.1 0.1 0.070
H 4.187 -2.268 0.840 0.1 0.0 0.0 0.061
H 5.277 -0.897 1.198 -0.1 0.0 -0.1 0.072
H 4.324 1.659 0.896 -0.1 0.0 -0.1 0.078
H 2.594 1.910 0.475 0.0 0.0 0.0 0.019
H 3.695 1.112 -0.706 0.0 0.1 0.0 0.076
N -6.952 0.816 -1.508 -0.2 -0.1 0.0 0.105
C -6.343 0.565 -0.344 0.4 0.2 0.1 -0.833
S -7.125 0.344 1.082 0.2 -0.1 -0.1 0.708
C -4.838 0.501 -0.449 -0.4 -0.1 0.0 -0.215
C -4.034 0.925 0.598 0.0 0.0 0.1 -0.002
C -2.665 0.807 0.480 0.0 0.0 -0.1 -0.119
N -2.074 0.282 -0.609 0.0 0.2 0.1 -0.022
C -2.847 -0.125 -1.616 0.0 -0.1 0.0 -0.116
C -4.225 -0.025 -1.577 0.0 -0.1 -0.2 -0.004
H -7.958 0.855 -1.526 0.0 0.0 0.0 0.111
H -6.445 1.039 -2.347 0.0 0.0 0.0 0.107
H -4.480 1.335 1.493 0.0 0.0 0.0 0.109
H -1.995 1.151 1.263 0.0 -0.1 -0.1 0.108
H -2.349 -0.562 -2.474 0.0 0.0 0.0 0.124
H -4.801 -0.405 -2.413 0.0 0.0 0.1 0.124
C 0.226 3.173 -1.149 0.1 0.1 -0.1 -0.059
C -0.070 2.873 0.315 -0.1 -0.3 -0.1 -0.581
C 0.568 3.892 1.240 0.1 0.2 0.1 -0.054
O 0.387 1.584 0.667 0.0 0.0 -0.1 -0.369
H -0.249 4.100 -1.477 0.1 0.0 0.0 0.086
H -0.147 2.370 -1.795 0.0 0.0 0.0 0.057
H 1.305 3.267 -1.312 -0.1 0.0 0.0 0.079
H -1.161 2.953 0.448 0.0 -0.1 0.0 0.110
H 1.647 3.948 1.055 -0.1 0.0 0.1 0.075
H 0.410 3.605 2.282 0.0 0.0 -0.1 0.084
H 0.149 4.892 1.090 0.0 -0.1 0.0 0.087
F 1.751 -8.228 -1.356 0.0 0.0 0.0 0.084
C 1.247 -7.027 -1.049 0.0 -0.1 0.0 -0.276
C 1.912 -5.902 -1.487 0.0 0.2 0.0 0.002
C 1.383 -4.659 -1.162 0.0 0.0 0.0 -0.114
C 0.212 -4.560 -0.414 0.1 -0.1 0.0 -0.396
C -0.440 -5.723 0.009 0.1 0.0 -0.1 -0.114
C 0.080 -6.969 -0.308 -0.1 0.1 0.1 0.012
Sb -0.625 -2.702 0.110 -0.2 0.1 0.1 1.585
C -0.645 -2.860 2.220 0.1 0.1 0.2 -0.367
C 0.109 -3.826 2.885 -0.1 0.0 0.1 -0.102
C 0.125 -3.877 4.274 0.1 -0.1 -0.1 0.009
C -0.614 -2.951 4.981 0.0 0.0 0.1 -0.277
F -0.603 -3.001 6.320 0.0 0.0 0.0 0.082
C -1.359 -1.969 4.363 -0.1 0.1 -0.2 0.009
C -1.360 -1.926 2.976 0.0 0.0 0.0 -0.130
C -2.646 -3.154 -0.346 -0.2 0.0 -0.1 -0.394
C -2.930 -3.635 -1.628 -0.1 0.0 0.1 -0.129
C -4.241 -3.861 -2.028 0.2 0.0 -0.1 0.000
C -5.255 -3.594 -1.129 -0.1 0.0 -0.1 -0.282
F -6.524 -3.795 -1.518 0.0 0.0 0.0 0.078
C -5.018 -3.135 0.149 0.1 0.1 0.1 0.004
C -3.700 -2.910 0.533 0.0 -0.1 0.0 -0.099
H 2.819 -6.005 -2.070 0.0 0.0 0.0 0.126
H 1.896 -3.767 -1.503 0.0 0.0 0.0 0.098
H -1.359 -5.667 0.583 0.0 0.0 0.0 0.113
H -0.404 -7.886 0.005 0.0 0.1 0.0 0.129
H 0.685 -4.556 2.330 0.0 0.0 0.0 0.098
H 0.698 -4.624 4.809 0.0 0.0 0.0 0.127
H -1.914 -1.258 4.962 0.0 0.0 0.0 0.128
H -1.933 -1.141 2.491 0.0 0.0 0.0 0.082
H -2.129 -3.855 -2.328 0.0 0.0 0.0 0.105
H -4.481 -4.247 -3.011 0.0 0.0 0.1 0.126
H -5.847 -2.954 0.821 0.0 0.0 0.0 0.123
H -3.513 -2.558 1.542 0.0 0.0 0.0 0.093

Entry 2:
67
Properties=species:S:1:pos:R:3:forces:R:3:lowdin_charge:R:1 method="wB97M-V/def2-TZVPD" spin_multiplicity=2 e_homo_ev="-5.28 / -5.29" fmax_ha_per_bohr=0.032 relative_energy_kcal_mol=88.7 homo_lumo_gap_ev="3.591 / 2.983" s_squared=1.009 e_tot_ha=-3948.0736
Ir -0.652 -0.275 0.172 1.1 -1.1 0.2 1.006
C -4.594 2.059 0.827 0.0 -0.1 0.1 -0.048
C -3.442 1.260 1.371 0.1 0.3 0.2 -0.303
C -3.556 -0.124 1.537 0.2 0.0 0.0 -0.077
C -2.508 -0.881 2.042 -0.3 0.1 0.0 -0.139
C -1.290 -0.269 2.399 0.1 0.2 0.3 -0.222
C -1.181 1.132 2.249 0.0 0.0 -0.1 -0.133
C -2.251 1.874 1.741 -0.3 0.0 0.1 -0.073
H -5.412 2.094 1.550 0.0 0.0 0.0 0.083
H -4.983 1.603 -0.085 0.0 0.0 0.0 0.077
H -4.295 3.081 0.601 0.0 0.0 0.0 0.075
H -4.487 -0.615 1.276 0.0 0.0 0.0 0.114
H -2.644 -1.941 2.213 0.1 0.0 -0.1 0.100
H -0.555 -0.809 2.982 0.1 -0.1 -0.2 0.107
H -0.298 1.637 2.620 0.0 0.0 -0.1 0.104
H -2.156 2.950 1.657 0.0 0.0 0.0 0.111
Se -3.376 -2.549 -1.715 0.5 0.6 0.1 1.153
N -3.895 -1.551 -3.093 -0.2 -0.1 -0.1 -0.250
C -3.200 -0.416 -3.066 0.2 -0.3 0.5 -0.395
C -3.256 0.668 -3.961 0.3 0.6 -0.2 0.012
C -2.423 1.742 -3.717 -0.7 -0.2 -0.5 -0.049
C -1.555 1.759 -2.617 0.3 -0.4 0.9 -0.095
N -1.486 0.765 -1.745 0.5 0.4 -0.2 0.037
C -2.278 -0.291 -1.978 -0.7 -0.4 -0.3 -0.492
N -2.192 -1.315 -1.135 0.0 -0.2 -0.2 -0.347
H -3.925 0.648 -4.810 0.0 0.0 0.0 0.119
H -2.439 2.594 -4.382 0.1 0.0 0.0 0.106
H -0.897 2.599 -2.434 0.0 0.0 0.0 0.096
C 2.891 2.998 -1.622 -0.1 0.1 0.0 -0.089
N 2.050 3.689 -0.666 0.1 0.0 0.2 -0.265
C 1.334 4.794 -1.258 0.0 -0.1 0.1 -0.108
C 1.188 2.790 0.093 0.3 0.1 -0.1 -0.183
C 2.000 1.860 0.969 -0.2 -0.3 -0.2 -0.211
C 2.722 2.432 2.009 0.0 0.0 0.1 -0.046
C 3.465 1.659 2.885 -0.1 0.1 0.0 -0.086
C 3.477 0.279 2.725 0.0 0.0 0.1 -0.088
C 2.782 -0.301 1.684 -0.2 -0.1 -0.1 -0.046
C 2.046 0.465 0.761 0.6 0.3 0.3 -0.285
H 3.634 3.694 -2.014 0.0 0.0 0.0 0.085
H 2.320 2.589 -2.474 0.0 0.0 0.0 0.085
H 3.413 2.182 -1.126 0.0 0.0 0.0 0.086
H 2.048 5.479 -1.718 0.0 0.0 0.0 0.084
H 0.792 5.332 -0.479 0.0 0.0 0.0 0.083
H 0.610 4.483 -2.032 0.0 0.0 0.0 0.072
H 0.508 2.211 -0.552 0.0 0.0 0.0 0.079
H 0.567 3.417 0.741 -0.1 0.0 0.0 0.119
H 2.703 3.511 2.114 0.0 0.0 0.0 0.116
H 4.022 2.123 3.688 0.0 0.0 0.0 0.098
H 4.046 -0.339 3.408 0.0 0.0 0.0 0.101
H 2.805 -1.377 1.550 0.0 0.0 0.0 0.112
F 3.887 -6.975 -0.095 0.1 0.0 0.0 0.044
C 2.830 -6.146 0.042 -0.2 0.1 0.0 -0.291
C 1.997 -6.293 1.141 0.2 -0.1 -0.1 -0.024
C 0.912 -5.457 1.276 -0.1 0.3 -0.2 -0.044
C 0.627 -4.452 0.312 0.6 -0.4 0.0 -0.330
C -0.474 -3.601 0.441 -0.5 0.6 0.2 0.008
C 1.508 -4.353 -0.799 -0.3 0.1 0.3 -0.045
C 2.598 -5.183 -0.927 0.2 -0.2 0.0 -0.022
H 2.214 -7.063 1.869 0.0 0.0 0.0 0.115
H 0.250 -5.564 2.126 0.0 0.0 0.0 0.108
H -1.147 -3.690 1.284 0.0 0.0 0.0 0.036
H -0.667 -2.842 -0.284 -0.2 0.1 -0.5 -0.061
H 1.291 -3.613 -1.559 0.1 0.0 0.0 0.109
H 3.276 -5.108 -1.767 0.0 0.0 0.0 0.116
C 1.422 -0.209 -0.388 -1.6 0.1 -0.1 -0.194
H 1.815 -1.212 -0.544 -0.1 -0.1 0.1 0.044
H 1.463 0.364 -1.314 0.2 0.0 0.0 0.041

Entry 3:
71
Properties=species:S:1:pos:R:3:forces:R:3:lowdin_charge:R:1 method="wB97M-V/def2-TZVPD" spin_multiplicity=1 e_homo_ev="-9.72 / -9.69" fmax_ha_per_bohr=0.036 homo_lumo_gap_ev="6.023 / 5.965" e_tot_ha=-2235.1692 total_charge=+1
Mg -0.553 -0.129 -0.531 -0.4 0.7 0.9 0.543
C 2.636 -2.799 3.399 0.1 0.0 0.1 -0.089
C 2.926 -1.479 3.097 0.1 0.0 0.1 -0.070
C 2.558 -0.941 1.877 0.0 0.0 -0.2 -0.034
C 1.864 -1.707 0.942 0.2 -0.2 0.5 -0.293
C 1.626 -3.050 1.235 0.2 0.1 -0.1 -0.052
C 2.008 -3.588 2.449 0.1 -0.1 0.0 -0.085
N 1.305 -1.162 -0.216 -0.1 -0.1 -0.3 0.042
C 2.009 -0.901 -1.290 -0.1 -0.3 0.2 -0.220
C 3.429 -0.974 -1.401 0.5 0.0 0.0 0.008
C 4.050 -0.674 -2.573 -0.1 -0.2 0.7 -0.049
C 3.322 -0.298 -3.729 -0.5 0.2 -0.4 -0.072
C 1.963 -0.255 -3.694 0.4 0.0 -0.3 -0.005
C 1.276 -0.559 -2.491 0.6 0.1 -0.4 -0.235
N -0.030 -0.650 -2.338 -0.7 -0.3 -1.6 -0.041
N -0.895 -0.565 -3.295 1.7 0.2 -0.6 0.100
C -2.151 -0.872 -2.858 -1.3 -0.5 0.2 -0.348
C -3.179 -0.989 -3.809 0.3 0.1 0.2 0.007
C -4.436 -1.354 -3.382 0.1 0.0 0.3 -0.046
C -4.645 -1.595 -2.026 0.0 0.0 0.0 -0.046
C -3.580 -1.448 -1.154 -0.5 -0.1 0.0 -0.121
N -2.365 -1.095 -1.546 0.3 0.0 -0.3 0.046
H 2.928 -3.208 4.354 0.0 -0.1 0.1 0.105
H 3.447 -0.856 3.811 0.1 0.0 0.1 0.108
H 2.814 0.078 1.633 0.0 0.0 0.0 0.089
H 1.168 -3.676 0.483 0.0 0.0 -0.1 0.108
H 1.820 -4.632 2.648 0.0 -0.1 0.1 0.107
H 3.991 -1.254 -0.522 0.1 0.0 0.0 0.114
H 5.128 -0.717 -2.624 0.1 0.0 0.0 0.113
H 3.864 -0.055 -4.629 0.0 0.0 -0.1 0.106
H 1.375 0.011 -4.561 0.0 0.0 -0.1 0.115
H -2.950 -0.808 -4.848 0.0 0.0 -0.1 0.116
H -5.244 -1.455 -4.090 -0.1 0.0 -0.1 0.115
H -5.616 -1.881 -1.658 -0.1 -0.1 0.1 0.107
H -3.708 -1.617 -0.092 0.0 0.0 0.1 0.111
O -1.865 1.467 -1.017 -0.4 -0.2 -0.3 -0.115
C -1.736 2.870 -0.875 0.2 1.1 0.1 -0.202
C -0.896 3.497 -1.998 -0.1 -0.3 0.0 -0.126
C 0.333 2.637 -2.349 -0.1 0.1 0.1 -0.119
C 1.161 2.479 -1.113 0.4 0.4 -0.3 -0.261
C 2.278 3.282 -0.903 0.0 -0.2 0.1 0.010
C 2.872 3.308 0.347 -0.2 0.0 0.0 -0.028
C 2.281 2.587 1.373 0.0 -0.1 -0.1 -0.040
C 1.217 1.759 1.058 0.3 0.4 0.5 -0.135
N 0.698 1.672 -0.158 -0.2 -0.2 0.0 0.067
H -2.376 1.301 -1.816 -0.2 -0.2 0.0 0.104
H -1.264 3.031 0.095 -0.2 0.0 -0.1 0.122
H -2.729 3.336 -0.855 0.2 -0.1 0.1 0.134
H -0.583 4.498 -1.692 -0.1 0.0 0.0 0.126
H -1.502 3.606 -2.899 -0.1 0.0 -0.1 0.118
H 0.913 3.131 -3.128 0.0 -0.1 0.0 0.127
H -0.005 1.675 -2.727 0.1 0.1 -0.1 0.082
H 2.663 3.884 -1.712 0.0 0.0 -0.1 0.121
H 3.753 3.907 0.518 0.1 0.1 0.1 0.116
H 2.650 2.640 2.385 0.1 0.0 0.1 0.115
H 0.730 1.162 1.813 0.1 -0.1 0.1 0.092
C -2.968 0.559 5.093 0.2 0.0 0.0 -0.088
C -1.509 0.470 4.640 -0.2 0.1 0.2 -0.236
C -1.392 -0.327 3.397 0.1 -0.6 0.1 -0.566
N -1.250 0.158 2.224 -0.1 1.2 1.0 0.025
N -1.208 -0.749 1.249 -0.2 -1.0 -0.3 -0.065
C -1.315 -1.981 1.664 -0.3 -0.1 0.9 -0.686
N -1.350 -3.030 0.836 -0.2 -0.3 -0.3 0.135
S -1.489 -2.094 3.392 0.1 0.5 -0.5 1.143
H -3.037 1.116 6.023 0.0 0.0 0.1 0.078
H -3.378 -0.435 5.254 -0.1 -0.1 0.1 0.069
H -3.567 1.068 4.342 -0.1 0.0 -0.1 0.081
H -0.903 0.010 5.423 0.1 0.1 0.0 0.114
H -1.126 1.470 4.435 0.1 -0.1 0.0 0.118
H -1.011 -2.851 -0.100 -0.1 -0.2 0.0 0.101
H -1.242 -3.958 1.211 0.1 0.1 -0.1 0.116